DFT (wB97M-V/def2-TZVPD) results for a 2-piece molecular cluster, CHCl3O2S overall at a distorted geometry.

## Properties
energy above the lowest of the compared OMol25 structures with the same formula, charge and spin = 1.942 eV
lowest unoccupied orbital energy (alpha / beta) = -0.116 / -0.082 Eh
Kohn-Sham gap (alpha / beta) = 6.78 / 8.65 eV

ORCA input file:
```
! wB97M-V def2-TZVPD RIJCOSX def2/J DEFGRID3
* xyz 0 1
Cl 1.418 2.135 -0.554
Cl -1.441 0.006 -1.678
Cl 2.884 0.408 0.458
S 2.619 -1.520 0.274
O 1.450 -1.893 1.017
O -3.381 0.196 -0.003
C -2.198 0.180 -0.151
H -1.350 0.487 0.636
*
```